Record 1
{
  "formula": "C2H7NO3",
  "method": "the ωB97M-V functional and the def2-TZVPD basis",
  "elements": ["O", "C", "O", "C", "N", "H", "H", "H", "H", "H", "H", "H", "O"],
  "coordinates": [[0.52907, 1.14982, 1.53066], [0.30757, 0.10082, 0.98190], [-0.61824, -0.76199, 1.40836], [1.07440, -0.40857, -0.21106], [1.11756, 0.54273, -1.28385], [-1.05031, -0.31403, 2.15303], [0.57469, -1.30698, -0.55271], [2.00872, -0.75152, 0.27032], [1.43707, 1.47574, -1.08048], [1.56168, 0.13995, -2.09621], [-1.48440, 0.28752, -1.60812], [-1.84090, -1.18683, -1.73597], [-2.13816, -0.31104, -1.99116]],
  "de_lowest_ev": 0.6308,
  "smiles": "NCC(=O)O.O",
  "lumo_energy_ev": 0.60
}

=====

Record 2
{
  "formula": "C23H22BrI2IrN2O7Se",
  "method": "the ωB97M-V functional and the def2-TZVPD basis",
  "elements": ["Ir", "C", "C", "N", "C", "C", "C", "O", "C", "C", "N", "C", "C", "C", "C", "C", "C", "I", "C", "O", "H", "H", "H", "H", "H", "H", "H", "H", "H", "H", "H", "H", "C", "C", "C", "O", "H", "H", "H", "H", "H", "H", "Br", "C", "C", "C", "C", "C", "C", "I", "H", "H", "H", "H", "O", "Se", "O", "O", "O"],
  "coordinates": [[-0.86102, -0.15967, 0.18712], [-1.99202, 4.03108, 1.61880], [-0.52640, 3.71847, 1.68138], [0.32843, 4.68556, 1.95332], [1.64211, 4.44992, 1.93502], [2.17994, 3.23611, 1.56856], [3.67809, 3.09282, 1.48730], [4.03712, 2.42637, 0.27781], [1.28940, 2.18954, 1.31493], [1.77043, 0.85269, 0.84083], [0.95511, -0.16687, 1.45665], [1.42563, -1.27929, 2.00201], [2.80594, -1.57996, 2.19945], [3.19243, -2.82448, 2.63334], [2.24617, -3.80742, 2.92323], [0.87476, -3.52431, 2.81879], [0.49982, -2.28603, 2.39250], [-1.50984, -1.75009, 2.25741], [-0.09025, 2.39533, 1.43621], [-1.04625, 1.46007, 1.36436], [-2.12991, 5.06733, 1.31631], [-2.45760, 3.90595, 2.59934], [-2.49562, 3.35573, 0.92990], [2.28678, 5.27870, 2.20734], [4.04298, 2.53131, 2.35638], [4.11920, 4.08873, 1.53366], [4.95930, 2.61053, 0.07202], [2.83568, 0.72854, 0.99431], [3.55064, -0.83189, 1.97230], [4.24583, -3.04538, 2.73380], [2.55919, -4.79421, 3.23685], [0.13703, -4.27171, 3.07650], [-0.13169, 1.89751, -3.28428], [-1.22643, 2.17505, -2.32104], [-2.29779, 3.15343, -2.69215], [-1.28654, 1.66324, -1.19699], [-0.41171, 2.15001, -4.30457], [0.22058, 0.87383, -3.22227], [0.71414, 2.53120, -2.99238], [-2.06238, 3.69187, -3.60573], [-2.46538, 3.85050, -1.87083], [-3.22959, 2.59905, -2.83712], [-3.85571, -2.45631, -4.45983], [-3.49969, -3.53537, -2.95480], [-3.79094, -4.89006, -3.01433], [-3.54644, -5.70132, -1.91847], [-3.01666, -5.16348, -0.75617], [-2.72655, -3.80973, -0.68650], [-2.96707, -3.00806, -1.78631], [-2.56154, -0.94323, -1.74954], [-4.21295, -5.29728, -3.92296], [-3.77475, -6.75690, -1.97583], [-2.83027, -5.79212, 0.10429], [-2.31956, -3.38976, 0.21643], [1.79895, -0.53876, -2.87337], [1.82772, -0.83274, -1.30889], [3.15453, -1.39560, -0.62007], [1.49402, 0.76944, -0.56136], [0.45059, -1.62782, -0.78266]],
  "multiplicity": 2,
  "de_lowest_ev": 0.2220,
  "charge": 1,
  "lumo_energy_ev": [-4.79, -5.62]
}

=====

Record 3
{
  "formula": "C32H23BrCl5GeNO2ReS4Sb",
  "method": "the ωB97M-V functional and the def2-TZVPD basis",
  "elements": ["Re", "Cl", "C", "C", "C", "Cl", "C", "Cl", "C", "Cl", "C", "Cl", "S", "Sb", "S", "S", "S", "Br", "C", "C", "C", "C", "C", "N", "H", "H", "H", "H", "O", "C", "O", "C", "C", "Ge", "C", "C", "C", "C", "C", "C", "C", "C", "C", "C", "C", "C", "C", "C", "C", "C", "C", "C", "H", "H", "H", "H", "H", "H", "H", "H", "H", "H", "H", "H", "H", "H", "H", "H", "H", "H", "H"],
  "coordinates": [[0.10023, 1.61605, 2.98326], [-0.56284, 1.92681, 8.22303], [-0.13917, 0.44136, 7.40447], [-0.06201, 0.38862, 5.95695], [0.52311, -0.70836, 5.32894], [0.87146, -0.70519, 3.52111], [0.95700, -1.81632, 6.07776], [1.69921, -3.21422, 5.32625], [0.74309, -1.83814, 7.48072], [1.10850, -3.19568, 8.42954], [0.20546, -0.72153, 8.12370], [0.04676, -0.76394, 9.81033], [0.56537, 5.19587, 5.65885], [1.43719, 3.01009, 5.58462], [-0.72932, 1.83426, 5.12569], [1.94972, 2.77666, 3.21628], [2.98808, 2.10965, 7.01205], [1.24460, 4.22812, 0.50825], [-0.22942, 4.34832, 1.73205], [-0.92307, 5.55018, 1.96627], [-2.20810, 5.54103, 2.54478], [-2.85314, 4.33050, 2.75287], [-2.22066, 3.16764, 2.43936], [-0.89221, 3.14571, 2.08536], [-0.42249, 6.45727, 1.72381], [-2.71511, 6.49054, 2.73431], [-3.85344, 4.11408, 3.19613], [-2.70438, 2.18907, 2.53259], [-1.57220, 0.40386, 1.79714], [-0.72698, 0.34879, 0.85749], [0.39352, 0.99750, 0.96372], [-1.08773, -0.28745, -0.43300], [-0.26312, 0.21231, -1.63130], [0.35479, -1.05912, -2.98908], [0.97456, -0.00157, -4.48690], [1.39995, 1.30407, -4.36722], [1.45600, 2.10603, -5.46557], [1.01132, 1.72808, -6.71510], [0.60084, 0.38779, -6.89469], [0.60545, -0.44539, -5.80062], [-1.26342, -2.02992, -3.54667], [-2.13815, -1.36556, -4.42786], [-3.29272, -2.08460, -4.72758], [-3.66161, -3.26404, -4.12087], [-2.71536, -3.91762, -3.30671], [-1.51246, -3.33154, -3.06705], [1.52374, -2.41419, -2.14286], [1.87117, -2.39798, -0.80397], [2.97227, -3.15622, -0.36806], [3.68608, -4.02258, -1.19393], [3.26988, -4.09645, -2.50445], [2.13617, -3.38126, -2.95955], [-2.15302, -0.10350, -0.63736], [-1.02251, -1.38861, -0.22150], [0.67604, 0.69252, -1.38472], [-0.81593, 0.98413, -2.10029], [1.79792, 1.63454, -3.35028], [1.84598, 3.09917, -5.43845], [1.08254, 2.38232, -7.54111], [0.24939, 0.01648, -7.85947], [0.31473, -1.49754, -5.86099], [-1.99692, -0.34896, -4.77351], [-3.99031, -1.60331, -5.35737], [-4.71254, -3.52323, -4.11325], [-2.91282, -4.92058, -2.83511], [-0.82690, -3.74603, -2.28842], [1.31391, -1.81215, -0.08714], [3.16918, -3.16921, 0.70832], [4.48137, -4.67053, -0.75833], [3.72268, -4.69265, -3.28699], [1.83075, -3.46424, -3.95870]],
  "de_lowest_ev": 0.8177,
  "charge": 2,
  "lumo_energy_ev": [-9.99, -9.98]
}

=====

Record 4
{
  "formula": "C23H23OP2Pt",
  "method": "the ωB97M-V functional and the def2-TZVPD basis",
  "elements": ["C", "C", "C", "C", "C", "Pt", "P", "H", "H", "H", "H", "H", "H", "H", "H", "O", "P", "C", "C", "C", "C", "C", "C", "C", "C", "C", "C", "C", "C", "C", "C", "C", "C", "C", "C", "H", "H", "H", "H", "H", "H", "H", "H", "H", "H", "H", "H", "H", "H", "H"],
  "coordinates": [[-1.24149, -4.35808, -0.92024], [-0.91375, -4.70900, -2.34083], [-1.33937, -3.62038, -3.16029], [-2.01216, -2.73047, -2.38860], [-1.71166, -3.01185, -0.99373], [0.08432, -3.01963, -1.80799], [2.41518, -2.73752, -0.78025], [-0.94911, -5.00939, -0.04757], [-0.45368, -5.52010, -2.89964], [-1.46853, -3.56305, -4.31037], [-2.05466, -2.15759, -0.42856], [-2.59579, -1.88790, -2.83787], [3.34119, -1.77028, -1.36765], [3.27006, -3.94856, -0.89555], [2.66468, -2.49722, 0.63576], [0.58705, -0.78484, -0.54051], [0.15774, 0.45962, 0.22731], [-0.38400, 1.63394, -1.03489], [-0.33489, 3.01479, -0.81329], [-0.67487, 3.89263, -1.83969], [-0.96372, 3.42827, -3.12115], [-1.00549, 2.05057, -3.34221], [-0.78473, 1.15714, -2.29422], [-0.95207, 0.14988, 1.60121], [-1.24048, 1.29575, 2.36428], [-2.18584, 1.25259, 3.38608], [-2.90133, 0.07916, 3.63657], [-2.57420, -1.06831, 2.90689], [-1.49931, -1.10895, 1.98612], [1.65032, 1.16979, 0.97662], [1.91225, 0.99921, 2.34182], [2.99557, 1.63272, 2.95475], [3.86557, 2.42171, 2.19588], [3.65917, 2.53262, 0.81516], [2.56717, 1.90312, 0.21159], [0.00327, 3.42195, 0.14029], [-0.68624, 4.96661, -1.65287], [-1.17038, 4.12095, -3.94001], [-1.19080, 1.65929, -4.33666], [-0.87138, 0.08781, -2.47692], [-0.70179, 2.23920, 2.19889], [-2.37548, 2.14914, 3.98431], [-3.68769, 0.07012, 4.40241], [-3.14633, -1.97502, 3.07255], [-1.12769, -2.05243, 1.58036], [1.30433, 0.30175, 2.92038], [3.18128, 1.49340, 4.02181], [4.69001, 2.94656, 2.67700], [4.37366, 3.09322, 0.21049], [2.47609, 1.90705, -0.87696]],
  "multiplicity": 3,
  "charge": -1,
  "lumo_energy_ev": [2.70, 2.63]
}

=====

Record 5
{
  "formula": "C3H7CaO2",
  "method": "the ωB97M-V functional and the def2-TZVPD basis",
  "elements": ["O", "C", "C", "O", "C", "Ca", "H", "H", "H", "H", "H", "H", "H"],
  "coordinates": [[-1.68162, -1.24254, -1.22162], [-1.06492, -0.01420, -1.35342], [0.23968, 0.08336, -0.57479], [-0.09710, 0.16265, 0.79914], [0.97799, 0.51544, 1.64080], [-1.52183, -2.50343, 0.29861], [-1.75305, 0.80682, -1.06381], [-0.81556, 0.17199, -2.41766], [0.81401, 0.89962, -1.04037], [1.09610, -0.61708, -0.60802], [1.88656, -0.07665, 1.44261], [1.24880, 1.56383, 1.43944], [0.67094, 0.25019, 2.65909]],
  "multiplicity": 2,
  "de_lowest_ev": 0.0000,
  "lumo_energy_ev": [0.38, 0.25]
}

=====

Record 6
{
  "formula": "C16H17ClFNO2",
  "method": "the ωB97M-V functional and the def2-TZVPD basis",
  "elements": ["O", "C", "C", "O", "C", "C", "C", "C", "C", "C", "H", "H", "F", "H", "H", "H", "H", "C", "N", "H", "C", "C", "C", "C", "C", "C", "C", "Cl", "H", "H", "H", "H", "H", "H", "H", "H", "H", "H"],
  "coordinates": [[1.69978, 0.82118, -0.67162], [1.87278, -0.54494, -0.38469], [2.29728, -1.31728, -1.65070], [1.24104, -1.82019, -2.43572], [0.63778, -1.04133, -3.38029], [-0.25489, -1.71410, -4.21794], [-0.92193, -1.04149, -5.22002], [-0.68799, 0.31284, -5.38341], [0.18340, 0.99967, -4.56262], [0.84805, 0.32171, -3.55451], [1.50172, 0.86792, -2.89468], [0.33737, 2.05718, -4.70770], [-1.33591, 0.97941, -6.36776], [-1.61233, -1.55183, -5.87248], [-0.40823, -2.77025, -4.06360], [2.84720, -2.21039, -1.34003], [2.96261, -0.67836, -2.24086], [0.58530, -1.11837, 0.22697], [0.08761, -0.19504, 1.23286], [-0.89996, -0.36570, 1.39472], [0.79059, -0.27698, 2.51035], [0.14424, 0.63859, 3.51116], [0.69810, 1.87778, 3.80603], [0.10475, 2.73003, 4.72000], [-1.06444, 2.35391, 5.35814], [-1.64075, 1.12825, 5.07620], [-1.03762, 0.28661, 4.15697], [-1.78923, -1.24157, 3.82137], [-2.55367, 0.82333, 5.56376], [-1.53198, 3.01155, 6.07469], [0.55523, 3.68702, 4.93435], [1.61016, 2.17201, 3.30867], [0.79935, -1.30790, 2.90399], [1.82568, 0.03433, 2.35011], [-0.16678, -1.19333, -0.56133], [0.78306, -2.12758, 0.61905], [2.70314, -0.64909, 0.33488], [1.02172, 1.14102, -0.05464]],
  "smiles": "O[C@@H](CNCc1ccccc1Cl)COc1ccc(F)cc1",
  "lumo_energy_ev": 0.73
}

=====

Record 7
{
  "formula": "C12H25Cl2INP2Ru",
  "method": "the ωB97M-V functional and the def2-TZVPD basis",
  "elements": ["C", "I", "H", "H", "H", "Ru", "P", "C", "C", "H", "H", "H", "H", "H", "H", "C", "H", "H", "H", "P", "C", "C", "H", "H", "H", "C", "H", "H", "H", "H", "H", "H", "Cl", "Cl", "C", "C", "C", "C", "N", "C", "H", "H", "H", "H"],
  "coordinates": [[-1.32957, -0.09126, -5.99090], [-1.31417, 0.05304, -3.83700], [-0.29747, -0.01286, -6.32420], [-1.93597, 0.73134, -6.36240], [-1.76207, -1.05626, -6.24390], [0.37353, -0.08166, -0.30090], [0.51263, 2.22464, -0.48500], [-1.04757, 3.18174, -0.40460], [1.55683, 3.00314, 0.80310], [1.66303, 4.07944, 0.62890], [1.40563, 3.88284, -2.05260], [2.53723, 2.52054, 0.78110], [2.25453, 2.30514, -2.14310], [-1.54427, 2.98554, 0.54940], [1.10533, 2.83264, 1.78400], [1.28183, 2.79434, -2.04690], [-0.85567, 4.25544, -0.50110], [0.65363, 2.49164, -2.88880], [-1.71327, 2.85774, -1.20930], [0.52533, -2.38896, -0.14090], [-1.02977, -3.33256, 0.07820], [1.30123, -3.17946, -1.59990], [2.54913, -2.48366, 1.15710], [1.68203, -4.05176, 1.23800], [1.11703, -2.64926, 2.19390], [1.57083, -2.96206, 1.24980], [2.27043, -2.70266, -1.76750], [1.43313, -4.25556, -1.44320], [-0.83217, -4.40776, 0.13970], [-1.69657, -3.13316, -0.76510], [0.67223, -3.01056, -2.47790], [-1.52837, -3.00176, 0.99340], [2.74813, -0.09276, -0.53160], [-1.60827, 2.98424, 4.43160], [-1.27087, 1.39614, 3.76030], [-1.51757, 0.27104, 4.51000], [-1.26787, -0.95046, 3.93440], [-0.75737, -1.01626, 2.63180], [-0.45057, 0.07334, 1.84790], [-0.75997, 1.26674, 2.46040], [-1.91427, 0.33984, 5.51530], [-1.47407, -1.85836, 4.48880], [-0.65197, -1.97566, 2.32900], [-0.65407, 2.16404, 2.01050]],
  "multiplicity": 5,
  "de_lowest_ev": 0.3534,
  "charge": 3,
  "lumo_energy_ev": [-11.72, -15.24]
}

=====

Record 8
{
  "formula": "C13H9F3N3O3S2",
  "method": "the ωB97M-V functional and the def2-TZVPD basis",
  "elements": ["N", "C", "C", "C", "S", "C", "C", "C", "S", "C", "C", "C", "C", "F", "F", "F", "C", "C", "C", "N", "H", "H", "H", "H", "H", "H", "H", "H", "H", "N", "O", "O", "O"],
  "coordinates": [[4.96515, -0.97245, 1.90456], [3.66196, -0.82908, 1.11034], [3.56549, 0.27061, -0.10124], [2.14485, 0.42615, -0.90481], [2.03089, 1.72826, -2.29411], [0.78394, -0.49237, -0.58906], [0.90448, -1.60494, 0.60661], [2.32889, -1.76394, 1.44280], [-0.61984, -2.70204, 0.95292], [-2.05427, -1.57764, 0.37843], [-3.58592, -1.69561, 0.98168], [-4.81021, -0.70660, 0.46760], [-6.35052, -0.79804, 1.05214], [-6.82873, -2.19602, 0.75274], [-7.23658, 0.11115, 0.28374], [-6.43900, -0.48295, 2.50967], [-4.52179, 0.44882, -0.69796], [-2.98995, 0.53291, -1.27700], [-1.73350, -0.45083, -0.77480], [-0.41144, -0.22865, -1.47332], [4.84623, -1.70395, 2.66048], [5.76578, -1.23445, 1.26758], [4.46309, 0.97100, -0.45316], [1.32648, 2.78889, -1.68229], [2.46956, -2.55416, 2.30838], [-3.81310, -2.49269, 1.83902], [-5.36898, 1.19188, -1.09355], [-2.79437, 1.35089, -2.12402], [-0.35225, -0.71511, -2.39792], [5.16342, 3.84524, -1.16386], [5.55448, 4.81819, -1.82976], [4.26125, 3.99079, -0.32249], [5.67452, 2.72673, -1.33932]],
  "charge": -1,
  "lumo_energy_ev": 1.16
}